[1]
DFT (ωB97M-V with the def2-TZVPD basis set) results for a 2-piece molecular cluster, C4H9S overall in a non-equilibrium geometry.

Atoms and positions in Å:
S 0.177 -2.060 1.821
C -0.879 1.065 -1.252
C -1.350 1.737 -0.167
C -0.650 -0.374 -1.572
C 1.716 -1.121 1.812
H 0.153 -0.503 -2.237
H -1.306 1.164 0.758
H 2.070 -1.176 2.826
H 2.553 -1.514 1.149
H -0.579 1.684 -2.078
H 1.543 0.034 1.514
H -0.286 -0.859 -0.649
H -1.601 -0.860 -1.910
H -1.560 2.784 -0.015

Summary:
LUMO	0.145	Eh
energy above the lowest of the compared OMol25 structures with the same formula, charge and spin	1.3319	eV
frontier orbital gap	6.1	eV
total charge	-1

***

[2]
DFT (ωB97M-V with the def2-TZVPD basis set) results for an isolated molecule of C4HF in a non-equilibrium geometry.

Atoms and positions in Å:
F 0.189 1.124 -2.044
C -0.107 -0.553 -0.161
C -0.058 0.678 2.265
C -0.058 0.099 1.223
C 0.046 0.215 -1.134
H -0.012 -1.563 -0.150

Summary:
LUMO (spin up / spin down)	-0.097 / -0.099	Eh
energy above the lowest of the compared OMol25 structures with the same formula, charge and spin	4.2004	eV
frontier orbital gap (spin up / spin down)	6.4 / 6.3	eV

***

[3]
DFT (ωB97M-V with the def2-TZVPD basis set) results for an isolated molecule of C4HF2N in a non-equilibrium geometry.

Atoms and positions in Å:
F -2.078 -1.269 -1.126
F -2.213 0.955 -1.347
N 2.071 0.297 2.412
C 1.418 0.165 1.481
C -1.511 -0.119 -0.902
C -0.334 -0.080 -0.314
C 0.874 0.016 0.173
H 1.773 0.035 -0.377

Summary:
LUMO	-0.016	Eh
energy above the lowest of the compared OMol25 structures with the same formula, charge and spin	0.0000	eV
frontier orbital gap	10.3	eV
SMILES	N#CC=C=C(F)F

***

[4]
DFT (ωB97M-V with the def2-TZVPD basis set) results for C4HGaLiO4 as an isolated structure in a non-equilibrium geometry.

Atoms and positions in Å:
Ga 2.811 0.329 0.851
O 0.982 0.311 0.061
O -0.717 2.988 -0.259
O 1.964 -1.586 0.368
O 0.303 -1.503 -1.076
C -1.616 -1.612 0.378
C -0.645 4.037 -0.674
C -0.934 -1.374 -0.612
C 1.260 -0.848 -0.347
Li -0.939 0.957 0.274
H -2.468 -1.699 1.034

Summary:
expectation value of S²	0.7555
LUMO (spin up / spin down)	-0.359 / -0.510	Eh
multiplicity	2
frontier orbital gap (spin up / spin down)	9.1 / 4.9	eV
total charge	+2

***

[5]
DFT (ωB97M-V with the def2-TZVPD basis set) results for C4HHgMgO4 as an isolated structure in a non-equilibrium geometry.

Atoms and positions in Å:
Hg 0.374 -1.607 0.430
Mg -2.325 -0.360 -2.709
O -0.915 -0.458 -1.168
O -0.158 1.588 -0.669
O -2.279 1.274 -1.220
O 1.340 -3.417 -0.995
C -0.008 0.999 1.673
C 1.718 -4.148 -1.772
C 0.336 1.239 0.522
C -1.157 0.777 -1.060
H 0.068 0.733 2.716

Summary:
expectation value of S²	0.7533
LUMO (spin up / spin down)	-0.422 / -0.423	Eh
multiplicity	2
energy above the lowest of the compared OMol25 structures with the same formula, charge and spin	0.0000	eV
frontier orbital gap (spin up / spin down)	5.0 / 6.6	eV
total charge	+2

***

[6]
DFT (ωB97M-V with the def2-TZVPD basis set) results for an isolated molecule of C4HIO in a non-equilibrium geometry.

Atoms and positions in Å:
I -0.557 2.066 1.283
O -0.217 -0.985 1.703
C 0.494 -0.331 -0.488
C 0.951 0.137 -1.525
C -1.301 -0.969 0.970
C -0.305 -0.027 0.648
H 0.935 0.108 -2.592

Summary:
LUMO	-0.038	Eh
energy above the lowest of the compared OMol25 structures with the same formula, charge and spin	0.0000	eV
frontier orbital gap	8.8	eV

***

[7]
DFT (ωB97M-V with the def2-TZVPD basis set) results for C4HLiO4Sn as an isolated structure in a non-equilibrium geometry.

Atoms and positions in Å:
Sn -0.925 -0.572 2.991
O 1.718 -0.108 0.684
O -0.333 0.169 1.213
O 0.839 -1.256 2.406
O -2.015 -0.081 -1.998
C 0.945 1.078 -0.036
C -2.297 -0.706 -2.897
C 1.258 0.444 -1.075
C 0.691 -0.612 1.362
Li -1.332 1.237 -0.514
H 1.453 0.406 -2.136

Summary:
LUMO	-0.365	Eh
energy above the lowest of the compared OMol25 structures with the same formula, charge and spin	0.0000	eV
frontier orbital gap	8.9	eV
total charge	+2

***

[8]
DFT (ωB97M-V with the def2-TZVPD basis set) results for a 2-piece molecular cluster, C4HN2P overall in a non-equilibrium geometry.

Atoms and positions in Å:
P 0.332 0.375 -1.937
N -1.740 1.913 1.149
N 2.231 -1.765 1.169
C -0.373 0.316 -0.288
C -1.086 1.224 0.540
C 1.631 -1.052 0.463
C 0.880 -0.321 -0.485
H -1.875 -0.689 -0.611

Summary:
LUMO (spin up / spin down)	-0.089 / -0.089	Eh
energy above the lowest of the compared OMol25 structures with the same formula, charge and spin	3.1993	eV
frontier orbital gap (spin up / spin down)	6.8 / 6.8	eV

***

| no. | calculated total energy (Ha) |
| --- | --- |
| 1 | -555.9554 |
| 2 | -252.5401 |
| 3 | -407.4054 |
| 4 | -2385.4992 |
| 5 | -806.6983 |
| 6 | -525.7231 |
| 7 | -674.9623 |
| 8 | -603.6680 |